Entry 1:
# C5H7FOS

A 2-piece molecular cluster, C5H7FOS overall (the ωB97M-V functional and the def2-TZVPD basis, the Open Molecules 2025 dataset).

Each line ends with the Löwdin charge.
Geometry (Å):
C (-0.86812, -0.05528, 0.72259)  -0.741
C (-0.09835, 1.43549, 0.30038)  -0.111
C (0.82604, -0.21565, -0.99222)  -0.164
C (1.24915, -1.64535, -0.30548)  0.030
C (0.37881, -0.82784, 0.40170)  -0.410
H (-2.75857, 1.46670, -0.93600)  0.183
H (-0.91253, 0.07109, 1.91809)  0.140
H (-0.06727, 2.23651, 1.06444)  0.121
H (-0.92254, 1.98038, -0.29485)  0.056
H (0.16531, -0.34072, -1.76782)  0.106
H (2.13951, -2.15952, 0.26049)  0.168
H (0.77189, -2.21091, -0.96758)  0.059
O (0.95750, 1.10193, -0.65034)  -0.081
F (1.43958, -0.19416, 1.20057)  -0.054
S (-2.30040, -0.64268, 0.04604)  0.697

Force components x, y, z for each atom (eV/Å):
3.4916 2.0579 4.4051
-3.8190 0.1486 -2.4460
1.1265 -1.2426 3.4775
3.1385 -0.3584 0.5993
0.9006 3.2234 0.6082
0.5851 -2.6976 1.1651
-0.2425 -0.4015 -2.4619
1.7622 -1.0929 0.2700
0.5562 -1.1237 0.0552
-1.3622 -0.8676 -1.8129
-1.5391 1.4625 -1.4638
-1.5149 -2.9698 -2.8374
0.3572 1.5563 1.2328
-1.3074 -0.1421 1.4236
-2.1328 2.4477 -2.2146

## Properties
Multiplicity: 1
Energy: -20888.734 eV
HOMO level: -0.330 hartree
Frontier orbital gap: 6.6 eV
Total charge: 0

---

Entry 2:
# CH2N2OS2

A single CH2N2OS2 molecule (the ωB97M-V functional and the def2-TZVPD basis, the Open Molecules 2025 dataset).

Each line ends with the Löwdin charge.
Geometry (Å):
H (-2.02310, -0.60826, -1.73499)  0.047
N (-1.06492, -0.43726, -1.43113)  0.076
C (-0.85880, -0.65016, -0.20777)  -0.412
N (0.27043, -0.27027, 0.42641)  -0.230
S (1.33474, 0.87805, 0.57457)  0.464
O (0.82149, 2.20667, 1.08136)  -0.403
S (3.08277, 0.15718, 0.94032)  0.336
H (-1.56260, -1.27596, 0.35123)  0.122

Force components x, y, z for each atom (eV/Å):
0.3351 -0.6795 0.2251
-0.0836 1.2832 -0.8214
-1.2703 -0.1612 -0.9379
3.3456 1.8096 0.8654
-3.6471 -0.5648 2.3616
1.8799 -3.1467 -1.8738
-0.9022 1.0988 -0.5061
0.3427 0.3606 0.6870

## Properties
SMILES: [H]/N=C/N=S(=O)=S
Multiplicity: 1
Energy: -27763.949 eV
HOMO level: -0.358 hartree
Frontier orbital gap: 7.2 eV
Total charge: 0

---

no.,F_max (eV/A)
1,5.99
2,4.38